Entry P
Formula: C3H9N2O
Source: the Open Molecules 2025 dataset
Level of theory: the ωB97M-V functional and the def2-TZVPD basis

Its charge is -1. For the HOMO-LUMO gap, the calculation gives 0.248 Eh.

Last column: natural (NBO) charge in e.
Atoms and positions in Å:
C (0.945, -0.754, -0.921)  -0.639
C (0.164, 1.205, 0.479)  -0.639
C (-0.189, 0.205, -0.583)  -0.073
N (-1.506, -1.054, 0.901)  -0.711
N (-1.430, -0.628, -0.470)  -0.109
O (-2.594, 0.743, -0.463)  -0.910
H (1.836, -0.295, -1.088)  0.182
H (1.053, -1.668, -0.345)  0.203
H (0.456, -1.312, -1.815)  0.212
H (0.849, 1.942, 0.122)  0.193
H (0.584, 0.551, 1.268)  0.181
H (-0.632, 1.718, 0.877)  0.237
H (-0.476, 0.695, -1.587)  0.208
H (-1.456, -0.332, 1.546)  0.323
H (-2.378, -1.507, 1.080)  0.342



Entry Q
Formula: C3H9N2O
Source: the Open Molecules 2025 dataset
Level of theory: the ωB97M-V functional and the def2-TZVPD basis

Its charge is -1. As for the structure (SMILES): NCCNC[O-]. For the HOMO-LUMO gap, the calculation gives 0.262 Eh.

Last column: natural (NBO) charge in e.
Atoms and positions in Å:
N (1.527, -1.216, -1.213)  -0.872
C (0.394, -0.280, -1.282)  -0.216
C (-0.689, -0.472, -0.221)  -0.239
N (-0.395, -0.191, 1.135)  -0.775
C (-0.403, 1.434, 1.362)  0.142
O (-1.496, 2.004, 0.898)  -0.925
H (1.199, -2.105, -0.857)  0.345
H (2.353, -0.888, -0.749)  0.357
H (0.861, 0.706, -1.185)  0.188
H (-0.022, -0.340, -2.294)  0.165
H (-1.558, 0.123, -0.558)  0.192
H (-1.047, -1.510, -0.374)  0.146
H (-0.897, -0.391, 1.977)  0.365
H (0.584, 1.662, 0.894)  0.062
H (-0.411, 1.463, 2.469)  0.066



We find entry Q to be the most stable, with the next structure 301.2 kJ/mol higher.



Entry P
Formula: C2H6IN3
Source: the Open Molecules 2025 dataset
Level of theory: the ωB97M-V functional and the def2-TZVPD basis

Its charge is 0. For the HOMO-LUMO gap, the calculation gives 0.359 Eh.

Last column: natural (NBO) charge in e.
Atoms and positions in Å:
C (0.264, -1.698, -0.325)  0.308
C (0.635, 1.467, -0.899)  -0.161
N (1.417, -1.814, -0.468)  -0.747
N (-1.336, 0.813, -0.028)  -0.606
N (-0.052, 0.654, -0.208)  -0.202
I (-0.970, -1.866, 2.780)  -0.132
H (1.638, 1.183, -1.111)  0.172
H (0.320, 2.371, -1.254)  0.146
H (2.328, -1.667, -0.170)  0.427
H (-1.707, 1.587, -0.542)  0.320
H (-1.529, 0.893, 0.946)  0.370
H (-1.009, -1.925, 1.278)  0.105



Entry Q
Formula: C2H6IN3
Source: the Open Molecules 2025 dataset
Level of theory: the ωB97M-V functional and the def2-TZVPD basis

Its charge is 0. For the HOMO-LUMO gap, the calculation gives 0.329 Eh.

Last column: natural (NBO) charge in e.
Atoms and positions in Å:
C (-1.139, -1.654, -0.118)  0.337
C (1.585, -0.019, 0.525)  -0.239
N (-1.039, -2.044, 0.973)  -0.653
N (0.297, 0.978, -1.110)  -0.634
N (0.754, 0.917, 0.171)  -0.202
I (-3.737, -0.134, -1.041)  -0.291
H (2.048, 0.105, 1.507)  0.205
H (1.956, -0.698, -0.332)  0.145
H (-1.178, -1.959, 1.987)  0.464
H (0.809, 0.459, -1.804)  0.348
H (-0.403, 1.551, -1.389)  0.387
H (-2.088, -0.816, -0.934)  0.134



We find entry Q to be the most stable, with the next structure 18.6 kJ/mol higher.



Entry P
Formula: H2INS
Source: the Open Molecules 2025 dataset
Level of theory: the ωB97M-V functional and the def2-TZVPD basis

Its charge is 0. For the HOMO-LUMO gap, the calculation gives 0.302 Eh.

Last column: natural (NBO) charge in e.
Atoms and positions in Å:
N (0.897, -0.058, 0.842)  -0.637
S (2.116, 0.294, 0.007)  0.658
I (-3.049, -0.289, 0.218)  -0.101
H (-1.615, -0.697, 0.308)  0.097
H (1.652, 0.750, -1.374)  -0.018



Entry Q
Formula: H2INS
Source: the Open Molecules 2025 dataset
Level of theory: the ωB97M-V functional and the def2-TZVPD basis

Its charge is 0. For the HOMO-LUMO gap (alpha / beta), the calculation gives 0.256 / 0.260 Eh.

Last column: natural (NBO) charge in e.
Atoms and positions in Å:
N (0.086, -1.324, -0.002)  -0.937
S (0.065, 0.135, 0.393)  0.802
I (-0.923, 2.470, -0.965)  -0.359
H (-0.431, -1.943, 0.693)  0.392
H (1.203, 0.662, -0.120)  0.103



We find entry Q to be the most stable, with the next structure 104.1 kJ/mol higher.



Entry P
Formula: C3H7NOS2
Source: the Open Molecules 2025 dataset
Level of theory: the ωB97M-V functional and the def2-TZVPD basis

Its charge is 0. For the HOMO-LUMO gap, the calculation gives 0.295 Eh.

Last column: natural (NBO) charge in e.
Atoms and positions in Å:
C (0.479, 2.310, -0.707)  -0.802
C (0.433, -0.205, 0.137)  0.060
C (0.874, -1.631, 0.251)  -0.144
H (0.825, 3.000, 0.219)  0.242
H (-0.860, 2.108, -0.586)  0.279
H (0.887, 2.675, -1.689)  0.219
H (2.091, -1.867, 0.292)  0.207
H (0.554, -1.871, 1.332)  0.185
H (-0.762, -3.030, 0.145)  0.479
H (-3.131, 0.375, 0.368)  0.168
N (-0.727, 0.303, 0.470)  -0.617
O (0.096, -2.479, -0.611)  -0.696
S (1.285, 0.741, -1.026)  0.318
S (-2.044, -0.430, 1.405)  0.103



Entry Q
Formula: C3H7NOS2
Source: the Open Molecules 2025 dataset
Level of theory: the ωB97M-V functional and the def2-TZVPD basis

Its charge is 0. For the HOMO-LUMO gap, the calculation gives 0.294 Eh.

Last column: natural (NBO) charge in e.
Atoms and positions in Å:
C (-0.099, 0.686, -0.655)  0.422
C (-2.053, 1.297, 1.756)  -0.761
C (1.008, -1.803, -0.355)  -0.833
N (2.343, -0.041, -1.859)  -1.102
O (-0.171, 1.811, -0.785)  -0.479
S (-1.284, -0.265, 1.231)  -0.167
S (0.898, -0.589, -1.630)  1.032
H (-2.996, 1.297, 1.199)  0.222
H (-1.253, 1.918, 1.229)  0.238
H (-2.086, 1.250, 2.873)  0.239
H (0.195, -2.475, -0.380)  0.258
H (0.967, -1.413, 0.683)  0.277
H (2.040, -2.080, -0.532)  0.270
H (2.491, 0.408, -2.775)  0.383



We find entry Q to be the most stable, with the next structure 192.6 kJ/mol higher.